# 1
The following is a DFT calculation (ωB97M-V/def2-TZVPD) of one molecule with the formula C14H27N at a distorted geometry.

Structure (XYZ):
```
42
Properties=species:S:1:pos:R:3:mulliken_charge:R:1
C -3.94 3.35 -0.90 -1.247
C -3.26 2.00 -0.72 -0.145
C -2.23 2.12 0.45 -0.910
C -1.61 0.75 0.87 -0.707
N -0.66 0.32 -0.14 0.071
C 0.24 -0.84 0.02 0.125
C -0.59 -2.06 0.50 -2.283
C 0.75 -1.06 -1.42 -0.236
C 1.51 -2.37 -1.63 -1.058
C 2.74 -2.13 -0.78 -0.833
C 2.59 -0.68 -0.27 -0.430
C 1.94 -0.08 -1.51 -0.898
C 1.53 -0.53 0.87 2.100
C 1.61 0.88 1.44 -1.689
C 1.77 -1.45 2.10 -2.030
H -3.23 4.09 -1.25 0.326
H -4.38 3.68 0.06 0.312
H -4.74 3.26 -1.65 0.361
H -3.99 1.22 -0.48 0.270
H -2.78 1.75 -1.68 0.220
H -1.43 2.83 0.18 0.292
H -2.73 2.50 1.35 0.438
H -2.37 -0.04 0.94 0.371
H -1.13 0.89 1.83 0.279
H -0.16 1.11 -0.53 0.359
H -1.44 -2.24 -0.20 0.273
H -0.01 -2.98 0.52 0.514
H -1.03 -1.88 1.50 0.466
H -0.06 -0.93 -2.19 0.459
H 0.93 -3.23 -1.33 0.434
H 1.76 -2.48 -2.70 0.415
H 2.76 -2.87 0.01 0.338
H 3.64 -2.20 -1.39 0.423
H 3.56 -0.23 -0.05 0.493
H 2.53 -0.17 -2.46 0.340
H 1.64 0.95 -1.43 0.392
H 0.85 1.05 2.23 0.354
H 2.60 1.05 1.87 0.431
H 1.37 1.63 0.67 0.350
H 1.72 -2.50 1.92 0.419
H 2.74 -1.24 2.57 0.416
H 0.99 -1.24 2.83 0.426
```

The highest occupied orbital energy is -8.1 eV. As for the charge: 0. As for the HOMO-LUMO gap: 9.051 eV. The SMILES is CCCCN[C@@]1(C)[C@@H]2CC[C@@H](C2)C1(C)C.

=====

# 2
The following is a DFT calculation (ωB97M-V/def2-TZVPD) of C14H28AlBrCl5KN6O7S as an isolated structure at a distorted geometry.

Structure (XYZ):
```
64
Properties=species:S:1:pos:R:3:mulliken_charge:R:1
N -0.51 0.62 1.62 -0.372
C -1.10 1.59 0.69 -0.503
C -2.32 1.00 0.00 -0.320
C -2.16 0.45 -1.41 -0.852
C -0.88 -0.38 -1.63 -0.551
C 0.41 0.34 -2.07 -0.960
C 0.21 1.38 -3.10 0.449
C 0.41 1.09 -4.42 -0.863
C 0.19 2.07 -5.30 -0.095
N -0.19 3.26 -4.89 0.446
N -0.38 3.62 -3.64 -0.851
C -0.16 2.69 -2.75 -0.158
H 0.36 0.30 1.20 0.215
H -0.26 1.15 2.51 0.226
H -1.43 2.44 1.26 0.261
H -0.31 1.96 0.03 0.240
H -3.09 1.77 -0.01 0.595
H -2.68 0.23 0.66 -0.155
H -2.98 -0.25 -1.57 0.414
H -2.33 1.23 -2.15 0.521
H -1.10 -1.19 -2.32 0.687
H -0.65 -0.84 -0.67 -0.108
H 1.04 -0.41 -2.53 0.660
H 0.99 0.72 -1.23 0.542
H 0.72 0.13 -4.77 0.568
H 0.32 1.79 -6.35 0.506
H -0.35 3.97 -5.58 0.223
H -0.33 2.97 -1.72 0.674
Br 1.65 1.53 2.61 -0.299
C 5.72 0.19 2.85 0.302
Cl 6.29 0.12 4.52 -0.104
Cl 7.02 -0.29 1.76 -0.100
Cl 4.34 -0.89 2.64 -0.003
Cl 5.22 1.85 2.46 -0.110
C 1.38 -3.08 1.37 -1.162
C 1.61 -3.07 -0.12 0.618
O 1.45 -2.04 -0.79 -0.587
N 2.00 -4.22 -0.70 -0.012
C 2.24 -5.49 -0.10 -0.502
H 1.08 -2.08 1.67 -0.022
H 0.59 -3.77 1.65 0.514
H 2.30 -3.34 1.90 0.488
H 2.14 -4.14 -1.70 0.247
H 3.31 -5.78 -0.30 -0.146
H 1.59 -6.24 -0.55 0.323
H 2.07 -5.47 0.98 0.311
C -2.41 3.69 4.22 0.698
O -2.90 3.45 3.12 -0.635
N -3.18 3.83 5.34 -0.426
N -1.07 3.84 4.41 -0.315
H -2.81 4.02 6.25 0.152
H -4.17 3.73 5.24 0.221
H -0.47 3.74 3.61 0.176
H -0.65 4.03 5.30 0.158
Al 0.02 1.84 -8.12 0.465
O -3.10 -1.44 2.81 -0.909
S -2.59 -2.61 2.03 1.189
O -3.57 -3.70 2.15 -0.685
O -1.29 -3.03 2.56 -0.615
O -2.44 -2.20 0.62 -0.549
O -1.80 -0.15 -6.31 -0.840
H -1.40 0.33 -5.59 0.296
K -4.59 -0.66 3.65 1.026
Cl 4.99 -6.22 -1.29 -0.603
```

The highest occupied orbital energy is -6.4 eV. As for the charge: 0. As for the HOMO-LUMO gap: 1.820 eV.

=====

# 3
The following is a DFT calculation (ωB97M-V/def2-TZVPD) of C14H28B2Br14CoF8 as an isolated structure at a distorted geometry.

Structure (XYZ):
```
67
Properties=species:S:1:pos:R:3:mulliken_charge:R:1
Co 1.16 -0.47 -0.67 1.248
B 0.21 -1.20 1.78 0.518
F 0.53 -1.81 2.90 -0.215
F -1.06 -0.60 2.01 -0.208
F 1.13 -0.11 1.42 -0.440
F 0.24 -2.02 0.63 -0.424
B 2.07 1.63 -2.08 0.832
F 2.07 1.35 -0.70 -0.399
F 1.80 0.32 -2.76 -0.382
F 1.02 2.47 -2.39 -0.361
F 3.29 2.08 -2.43 -0.296
Br -4.16 -1.72 0.29 -0.193
C -4.93 -0.50 1.67 -0.441
C -3.78 0.36 2.21 -0.118
Br -4.47 1.51 3.64 -0.192
H -5.37 -1.28 2.30 0.342
H -5.68 0.00 1.12 0.476
H -3.27 1.06 1.60 0.150
H -3.06 -0.17 2.73 0.026
Br 0.25 2.68 3.00 -0.169
C -0.65 2.61 4.77 -0.276
C 0.06 1.55 5.56 -0.387
Br -0.78 1.33 7.24 -0.152
H -1.61 2.25 4.46 -0.032
H -0.63 3.59 5.16 0.462
H 1.12 1.65 5.58 0.454
H -0.03 0.54 5.04 0.067
Br -3.00 3.38 -0.98 -0.156
C -1.89 4.71 -0.13 -0.370
C -2.41 4.83 1.32 -0.113
Br -1.52 5.94 2.51 -0.132
H -1.97 5.62 -0.62 0.419
H -0.85 4.26 -0.27 0.209
H -2.30 3.87 1.72 -0.229
H -3.46 5.17 1.24 0.383
Br 1.48 -0.23 -6.26 -0.138
C 3.38 0.19 -5.97 -0.233
C 4.24 -1.01 -6.32 -0.612
Br 4.09 -2.47 -5.02 -0.145
H 3.54 0.38 -4.90 -0.052
H 3.59 1.05 -6.57 0.413
H 5.28 -0.65 -6.46 0.358
H 3.89 -1.50 -7.24 0.377
Br -1.22 0.10 -1.20 0.118
C -1.63 -1.54 -2.11 -0.871
C -0.61 -1.79 -3.27 -0.433
Br 0.90 -2.62 -2.35 -0.128
H -2.67 -1.30 -2.46 0.464
H -1.57 -2.28 -1.33 0.337
H -0.16 -0.94 -3.76 0.183
H -1.00 -2.57 -3.94 0.420
Br -2.41 -5.98 0.61 -0.176
C -3.42 -4.92 1.86 -0.425
C -2.48 -4.05 2.69 0.023
Br -3.46 -3.14 4.08 -0.174
H -3.90 -5.65 2.47 0.426
H -4.07 -4.32 1.19 0.142
H -2.00 -3.31 2.11 -0.303
H -1.73 -4.62 3.22 0.445
Br 7.17 1.08 -1.87 -0.181
C 5.85 0.28 -0.62 -0.715
C 5.10 -0.83 -1.29 0.186
Br 3.66 -1.38 -0.10 -0.122
H 5.32 1.17 -0.48 0.261
H 6.45 0.14 0.27 0.459
H 5.74 -1.73 -1.61 0.402
H 4.62 -0.48 -2.22 -0.212
```

The highest occupied orbital energy (alpha / beta) is -9.8 / -9.8 eV. As for the spin multiplicity: 4. As for the charge: 0. As for the HOMO-LUMO gap (alpha / beta): 9.666 / 8.481 eV. Its expectation value of S² is 3.755.

=====

# 4
The following is a DFT calculation (ωB97M-V/def2-TZVPD) of a 12-piece molecular cluster, C14H28BCl22FO7S overall at a distorted geometry.

Structure (XYZ):
```
74
Properties=species:S:1:pos:R:3:mulliken_charge:R:1
C -0.75 0.54 1.64 -0.646
C -1.48 0.45 2.97 -0.883
O -1.11 -0.76 3.66 -0.637
B -1.86 -1.83 3.35 0.695
O -3.08 -1.85 2.72 -0.414
O -1.32 -3.11 3.76 -0.242
C -0.33 -3.60 2.99 0.443
O 0.82 -3.18 2.89 -0.400
O -0.70 -4.82 2.33 -0.067
S -1.33 -4.65 0.88 1.045
O -1.30 -5.94 0.26 -0.546
O -0.75 -3.50 0.24 -0.399
F -2.79 -4.34 1.26 -0.154
H 0.31 0.63 1.85 0.350
H -0.97 -0.29 0.97 0.240
H -1.04 1.50 1.20 0.355
H -1.11 1.27 3.56 0.395
H -2.55 0.60 2.87 0.483
H -3.10 -1.37 1.88 0.351
Cl -1.15 3.79 -1.73 -0.143
C -1.83 2.27 -2.34 0.710
Cl -3.38 1.90 -1.55 -0.173
H -2.00 2.37 -3.40 -0.393
H -1.13 1.47 -2.14 0.008
Cl 0.91 1.16 -4.83 0.004
C 0.50 2.24 -6.18 -0.378
Cl -1.05 3.09 -6.00 -0.160
H 1.29 2.97 -6.27 0.152
H 0.44 1.64 -7.09 0.333
Cl 4.14 6.03 -2.44 -0.169
C 2.45 5.84 -1.96 -0.287
Cl 1.44 5.19 -3.25 -0.081
H 2.41 5.17 -1.11 0.216
H 2.06 6.82 -1.68 0.321
Cl 1.56 0.97 -0.45 -0.171
C 2.14 -0.57 -1.09 0.497
Cl 1.37 -1.01 -2.63 -0.158
H 3.21 -0.49 -1.27 -0.376
H 1.93 -1.35 -0.36 0.194
Cl 2.29 3.01 -9.48 -0.146
C 3.44 1.96 -8.63 -0.322
Cl 3.92 2.64 -7.07 -0.115
H 2.96 1.00 -8.46 0.242
H 4.32 1.84 -9.24 0.354
Cl -5.43 1.31 -4.06 -0.143
C -4.45 1.96 -5.37 -0.194
Cl -4.25 3.71 -5.28 -0.144
H -3.46 1.51 -5.34 0.126
H -4.94 1.72 -6.31 0.358
Cl 0.07 -6.14 7.58 -0.188
C 0.16 -5.06 6.18 0.543
Cl 1.11 -3.60 6.53 -0.174
H 0.64 -5.59 5.37 -0.341
H -0.84 -4.76 5.91 0.140
Cl 4.52 1.20 -4.06 -0.053
C 5.86 0.46 -3.20 -0.353
Cl 5.27 -0.78 -2.08 -0.180
H 6.53 -0.02 -3.92 0.291
H 6.39 1.22 -2.64 0.302
Cl -0.05 4.29 2.61 -0.133
C -1.30 4.42 3.87 -0.332
Cl -2.58 3.24 3.63 -0.095
H -0.83 4.24 4.83 0.226
H -1.73 5.41 3.83 0.375
Cl -2.54 2.77 6.81 -0.135
C -3.37 1.22 6.98 -0.447
Cl -3.08 0.15 5.60 -0.024
H -2.99 0.73 7.87 0.317
H -4.43 1.40 7.07 0.313
Cl 0.97 -8.59 4.91 -0.139
C 1.61 -8.25 3.29 -0.295
Cl 1.90 -6.53 3.05 -0.112
H 2.55 -8.78 3.17 0.313
H 0.89 -8.59 2.56 0.248
```

The highest occupied orbital energy is -10.3 eV. As for the charge: 0. As for the HOMO-LUMO gap: 10.595 eV. The SMILES is CCOB(O)OC(=O)OS(=O)(=O)F.ClCCl.ClCCl.ClCCl.ClCCl.ClCCl.ClCCl.ClCCl.ClCCl.ClCCl.ClCCl.ClCCl.

=====

no.,E (hartree)
1,-604.3780
2,-7520.5596
3,-38818.3017
4,-11724.1264